(1)
This record from the OMol25 dataset describes an isolated molecule of C23H20N4O2. The level of theory is ωB97M-V with the def2-TZVPD basis set.

For the HOMO energy, the calculation gives -0.294 Ha. For the energy above the lowest of the compared OMol25 structures with the same formula, charge and spin, the calculation gives 123.53 kJ/mol. For the orbital gap, the calculation gives 8.2 eV. The strongest force on any atom comes out at 0.8 eV/A. As for the structure (SMILES): CN(C[C@H]1COc2ccccc2O1)c1nc(-c2cccnc2)nc2ccccc12. The total energy comes out at -34231.282 eV.

Geometry as ORCA input:
```
! wB97M-V def2-TZVPD RIJCOSX def2/J DEFGRID3
* xyz 0 1
H 1.5289 2.6830 -0.0447
H -0.7106 0.4617 -3.3456
C -0.0016 1.5639 0.9893
H -0.2816 3.1384 -1.1749
H 5.0041 2.2612 -1.8449
C 0.9813 -1.3380 -3.5730
C -0.0574 1.9592 3.4031
C -3.0288 -1.9913 2.9174
C -4.0880 -3.8888 1.9465
N -3.6296 -3.6026 0.7381
C -1.6961 -0.4988 1.4346
O 1.7500 -0.1773 -3.7896
O 1.0903 -1.1398 -1.1951
H -4.2138 -3.3948 4.0330
C -2.8786 -2.5272 0.5972
H 2.6395 -0.2820 0.6607
H 2.2863 3.8800 1.9280
H -2.7809 -1.3504 3.7495
C -2.5417 -1.6767 1.6500
C -0.5076 1.2390 2.2794
N -1.3755 0.2262 2.4786
C 1.0360 2.5060 0.8968
C 2.4440 0.2196 -2.6718
C 0.1822 -1.2045 -2.2693
C 0.9116 2.9147 3.2679
H -0.4813 1.7084 4.3627
N -0.3701 1.0696 -1.4028
C -0.7577 0.0407 -2.3405
C -0.0890 2.3810 -1.9318
H 4.5049 1.3272 0.3909
C 4.2062 1.5457 -1.7199
H -0.7510 2.5762 -2.7791
H -0.4049 -2.1085 -2.0894
H -1.7804 -0.2820 -2.1256
C 2.8899 0.1232 -0.3068
C -3.8170 -3.1176 3.0680
H -4.7000 -4.7793 2.0128
C 3.9254 1.0238 -0.4671
H 0.3251 -1.4457 -4.4379
C -0.5781 0.8044 -0.0859
H 1.2630 3.4605 4.1315
H -2.5172 -2.3199 -0.4004
H 1.6363 -2.2173 -3.5000
N -1.3469 -0.2398 0.1684
H 3.6842 1.5164 -3.8081
C 1.4816 3.1648 2.0147
C 3.4732 1.1399 -2.8195
H 0.9460 2.4664 -2.2794
C 2.1295 -0.2713 -1.4007
*
```

(2)
This record from the OMol25 dataset describes an isolated molecule of C23H20N4O2S in a non-equilibrium geometry. The level of theory is ωB97M-V with the def2-TZVPD basis set.

For the HOMO energy, the calculation gives -0.312 Ha. For the energy above the lowest of the compared OMol25 structures with the same formula, charge and spin, the calculation gives 206.78 kJ/mol. For the orbital gap, the calculation gives 8.1 eV. The strongest force on any atom comes out at 3.0 eV/A. As for the structure (SMILES): N#Cc1ccc(C2=C[C@H]3CN(C(=O)/C=C/c4cnc5c(c4)CCC(=O)N5)C[C@H]3C2)s1. The total energy comes out at -45065.911 eV.

Geometry as ORCA input:
```
! wB97M-V def2-TZVPD RIJCOSX def2/J DEFGRID3
* xyz 0 1
H -6.1188 3.7979 1.2055
H 7.7099 1.7307 0.1456
H 6.0572 2.9101 -3.4697
C -4.4677 -0.5286 0.1460
C 4.8117 0.7140 -1.1622
C 4.9813 1.2936 -2.5507
H 5.0815 3.4240 -2.0712
C 6.9827 2.5339 -1.5900
N 6.9724 1.6376 -0.5561
H -3.1227 0.6726 -1.1568
C -2.2518 -2.7788 0.8769
H 2.3361 -1.2745 2.1719
N -7.7631 2.9618 4.5300
C -5.2822 0.5538 0.7885
H 5.5754 0.5949 -3.1339
H -3.5232 -3.5456 -0.6668
C 4.6861 -0.1340 1.4755
C -3.4659 -0.2922 -0.7806
C -5.9960 2.7501 1.3628
H 2.7747 -0.1092 -1.4167
H -2.5109 -2.2806 1.8348
C 3.6135 0.0674 -0.7266
C 3.5796 -0.3293 0.6180
C -1.2881 -1.5145 -0.9501
C 5.7289 2.6384 -2.4561
C 0.1759 -2.2110 0.9654
H 4.6698 -0.5421 2.4761
C -5.3624 1.8617 0.3764
H -2.0938 -3.8565 1.0890
H -5.4701 -2.4449 -0.0683
H -0.9223 -0.4988 -0.8991
C 1.2870 -1.4228 0.3704
H 3.9982 1.3681 -3.0088
N -1.0481 -2.2181 0.2989
C -6.4773 2.0519 2.4604
C -4.6350 -2.0033 0.4102
N 5.8187 0.4944 1.0484
H 1.2519 -1.2022 -0.6905
O 0.2911 -2.7726 2.0264
C 5.8524 0.9423 -0.1914
H -0.7904 -2.0205 -1.7504
H -3.0323 -1.8207 -2.1907
H -4.8826 2.2389 -0.5193
S -6.1292 0.3425 2.2883
O 8.0340 3.0999 -1.7953
C -3.3573 -2.5928 -0.1874
C -7.1671 2.5394 3.6111
C -2.7953 -1.5785 -1.1688
H -4.7019 -2.2088 1.4734
C 2.3854 -1.0390 1.1075
*
```

(3)
This record from the OMol25 dataset describes a cluster of 2 separate species, C23H21BF3NO in total in a non-equilibrium geometry. The level of theory is ωB97M-V with the def2-TZVPD basis set.

For the HOMO energy, the calculation gives -0.254 Ha. For the orbital gap, the calculation gives 3.7 eV. The strongest force on any atom comes out at 3.3 eV/A. The total energy comes out at -36559.791 eV.

Geometry as ORCA input:
```
! wB97M-V def2-TZVPD RIJCOSX def2/J DEFGRID3
* xyz 0 1
C -3.6417 1.9452 -2.1268
C 2.3568 -1.6521 1.1607
C -2.8747 2.7378 0.0712
H -2.6161 -3.9898 1.9600
C 0.3770 -3.0917 1.0817
H -5.3426 3.0381 1.3443
C 3.1378 -2.7964 1.0174
H -4.4414 1.8921 -2.8650
H 0.0178 0.2040 1.3878
C -5.4148 3.7789 0.5347
B 4.8315 -2.6258 0.9574
H -4.7315 4.6153 0.7407
C 1.1654 1.3916 -1.2452
F 5.1049 -1.2570 1.0316
C 2.5682 -4.0705 0.9231
H -1.4749 -4.9346 0.9610
H -6.4375 4.1379 0.4352
C 1.3668 2.7167 -0.7481
H 2.7538 -0.6455 1.2472
H 2.7836 4.2457 -0.2222
C 1.1597 -4.2306 0.9540
H 2.1775 -0.4670 -1.7251
H 0.5013 3.3560 -0.5721
C -1.6373 2.1707 -0.1657
O -5.1276 3.1721 -0.7485
C 3.7704 2.4058 -0.8032
H 0.6942 -5.2118 0.8804
H -0.0915 0.0536 -2.3532
C -1.3577 1.4782 -1.3789
C -0.0966 0.9004 -1.6647
F 5.1617 -3.1839 -0.2754
C 0.9649 -1.7892 1.1897
N -1.0042 -2.9174 1.1227
C 2.6507 3.2136 -0.5558
C 2.3223 0.5702 -1.4146
C -2.4201 1.3580 -2.3316
H 4.7762 2.8044 -0.6733
C -1.3035 -1.5799 1.2439
H -2.6572 -3.8344 0.1941
C -1.9908 -3.9765 1.0561
C -0.1119 -0.8638 1.2907
H -3.0656 3.2687 1.0094
H -2.2200 0.8093 -3.2528
F 5.2732 -3.3412 2.0639
H -0.8737 2.2613 0.6078
C 3.5963 1.0717 -1.2083
H 3.1852 -4.9594 0.8260
C -3.8913 2.6385 -0.9116
H 4.4602 0.4190 -1.3493
H -2.3333 -1.2358 1.2990
*
```

(4)
This record from the OMol25 dataset describes a structure of composition C23H21BrCeN4O8 in a non-equilibrium geometry. The level of theory is ωB97M-V with the def2-TZVPD basis set.

For the HOMO energy, the calculation gives -0.534 Ha. For the energy above the lowest of the compared OMol25 structures with the same formula, charge and spin, the calculation gives 0.00 kJ/mol. For the orbital gap, the calculation gives 7.0 eV. The strongest force on any atom comes out at 1.6 eV/A. The total energy comes out at -129495.822 eV.

Geometry as ORCA input:
```
! wB97M-V def2-TZVPD RIJCOSX def2/J DEFGRID3
* xyz 2 1
C -0.4436 -4.4864 0.6134
H 1.2531 3.2511 2.7932
H 3.7086 0.5526 2.0744
H 1.6035 0.6929 4.8798
H 1.0759 5.8516 -0.0043
N 0.4140 5.0990 -0.1074
O -2.5183 0.6838 0.6584
C 0.2342 -2.3238 1.3412
O -3.9120 0.4020 2.3889
H -2.0900 -1.9734 -0.9282
O 0.4723 -0.6573 -2.0273
O 2.9951 0.6377 2.7197
N -0.4297 0.7961 2.2337
H 1.5738 2.8355 -5.5973
C 0.6783 0.8721 2.9485
H -0.5519 -7.7611 -0.1478
H 2.6187 4.5103 0.9548
C -1.6033 0.5713 2.8349
H -0.7750 -6.3975 -1.1811
C -0.3364 -5.9900 0.8012
C -0.6981 -0.2972 -5.2151
C 0.3520 -3.6941 1.4298
H 2.6045 3.0065 0.0715
H -1.3328 -1.1671 -5.1123
C 2.0455 2.8283 2.1714
C 1.9050 1.2758 2.1454
C -0.4299 -0.0774 -2.6980
Ce -0.1164 0.6642 -0.2478
C 0.4408 1.3032 -6.6116
C -1.3369 -3.8683 -0.2528
C -2.7281 0.5582 1.8588
H -2.0085 -4.4367 -0.8817
Br 1.2455 2.3666 -2.6891
H 0.6881 1.6735 -7.5971
O -0.1717 2.9690 0.1738
N -0.6594 -6.7645 -0.2542
H 0.8477 -1.6804 1.9601
C 2.0694 3.5761 0.8359
C 0.7002 3.8767 0.2877
C -0.5344 0.4089 4.9450
O 0.0365 -6.4049 1.8751
H -0.5753 0.2414 6.0130
H -4.5978 0.4166 1.6977
H -2.6736 0.2037 4.6533
O -1.4397 0.3648 -2.0313
C -0.3735 0.1903 -6.4740
H 2.9747 3.0432 2.6982
H -0.4976 5.3063 -0.4893
H -0.7602 -0.3041 -7.3543
H 1.0299 -4.1540 2.1350
O 1.7074 0.8076 0.8122
C 0.6143 1.4615 -4.2552
C -1.3962 -2.4881 -0.2745
C 0.6760 0.6614 4.3253
C -1.7120 0.3795 4.1926
C 0.9455 1.9624 -5.4947
N -0.6160 -1.7182 0.4966
C -0.1923 0.3428 -4.0946
*
```

(5)
This record from the OMol25 dataset describes an isolated molecule of C23H21Cl2N3O2. The level of theory is ωB97M-V with the def2-TZVPD basis set.

For the HOMO energy, the calculation gives -0.295 Ha. For the energy above the lowest of the compared OMol25 structures with the same formula, charge and spin, the calculation gives 36.11 kJ/mol. For the orbital gap, the calculation gives 8.7 eV. The strongest force on any atom comes out at 0.6 eV/A. As for the structure (SMILES): O=C(c1cccc(COc2ccc(Cl)cc2Cl)c1)N1CCN(c2ccccn2)CC1. The total energy comes out at -57802.657 eV.

Geometry as ORCA input:
```
! wB97M-V def2-TZVPD RIJCOSX def2/J DEFGRID3
* xyz 0 1
C 0.5516 2.2773 0.9587
O -1.7182 -2.0434 -2.5969
C -1.5019 -2.0646 -1.4003
Cl 2.4154 2.7819 -0.9298
C 3.1670 -0.3692 0.0339
C -4.4227 -0.6222 1.3580
H -4.9922 1.9292 1.0849
C 4.2862 -0.2559 -0.8085
H 0.7043 -3.1572 0.7839
H 2.5370 -1.4348 -2.3084
H 0.2502 -0.1648 0.3369
C -3.1816 -2.4714 0.4573
C -4.0965 1.7259 0.4941
H 4.2966 -0.6879 -1.7955
C 4.2476 0.8084 1.6790
H 0.4539 -2.7514 -2.7804
C -1.8358 2.5545 0.5951
H 1.4202 -3.4696 -1.4586
C 0.8206 -2.6075 -1.7631
N -0.3215 -2.4959 -0.8813
C 1.6557 -1.3235 -1.6807
C -4.1304 -1.9755 1.3344
H 1.0522 -0.4880 -2.0693
C -0.7543 2.1918 1.3997
Cl -2.7935 3.6521 -1.7336
H -0.7783 -2.2425 1.1456
H 6.2353 1.5275 1.2999
H 4.1731 1.2122 2.6817
H -2.3618 0.4018 -1.1137
C 0.9036 -1.0116 0.5927
C -2.5266 -1.6044 -0.4085
C -1.5533 3.0515 -0.6835
H -5.1546 -0.2412 2.0548
H -0.0541 3.4858 -2.1429
N 2.0367 -1.0669 -0.3084
H -0.9721 1.8354 2.3941
C 0.0891 -2.3011 0.4898
H 1.2859 -0.8687 1.6024
H -2.9537 -3.5271 0.4359
C 5.3928 0.4270 -0.3551
H 6.2595 0.5301 -0.9924
H 1.3702 1.9713 1.5906
H -4.2512 2.0856 -0.5272
C -0.2489 3.1145 -1.1493
N 3.1733 0.1629 1.2602
C -2.8503 -0.2544 -0.4078
O -3.0732 2.4716 1.1582
C 5.3874 0.9818 0.9196
H -4.6425 -2.6474 2.0069
C 0.7967 2.7188 -0.3323
C -3.7927 0.2492 0.4792
*
```